DFT (ωB97M-V with the def2-TZVPD basis set) results for a 9-piece molecular cluster, C4H24NO10 overall in a non-equilibrium geometry.

The geometry in XYZ format:
```
39
Properties=species:S:1:pos:R:3
C 1.2533 2.2301 1.7728
C 0.8995 1.1670 0.7513
N 0.3592 0.0262 0.8026
C -0.3323 -0.4853 1.9613
C -1.6823 -1.0516 1.5166
O -1.7553 -2.5486 1.4641
O 1.2370 1.6337 -0.4347
H 0.7285 3.2119 1.5229
H 2.3623 2.3808 1.5222
H 0.9293 2.1634 2.8560
H -0.9613 -0.8691 -2.1291
H 0.2802 -1.1788 2.5903
H -0.6482 0.3907 2.6380
H -2.4473 -0.9639 2.2777
H -2.0812 -0.6195 0.6329
H 0.8130 1.8278 -3.2907
H 1.5829 0.8779 -2.4782
O 1.2863 0.9400 -3.3650
H -3.7613 1.2549 -1.1533
H -2.4174 0.8834 -0.7091
O -3.2758 1.1504 -0.3619
H -1.0798 2.7604 -1.3152
H -0.1252 1.7811 -1.4206
O -0.9756 1.9341 -1.7568
H 2.5286 -2.6627 0.8859
H 2.1572 -1.2400 1.3572
O 2.8170 -1.7361 0.8051
H 2.7452 -1.2335 -0.8896
H 2.0789 0.1021 -0.9257
O 2.3398 -0.6095 -1.5678
H -1.1528 -3.0177 0.8055
H 0.9948 -3.9006 -0.5662
O 0.4071 -3.3949 0.0387
H 0.1080 -2.6106 -0.4808
H 0.5999 -1.1735 -1.8495
O -0.3124 -1.5626 -1.7598
H -2.7293 1.9490 1.0477
H -1.2409 2.0151 1.5041
O -2.0965 2.5274 1.4230
```

Properties
E_tot: -26503.673 eV
LUMO: 0.1114 Ha
Max |F|: 3.78 eV/Å
ΔE to the lowest compared entry with this formula, charge and spin: 76.1 kcal per mole
Net charge: -1
E_HOMO: -5.33 eV

Results of the Löwdin charge analysis, in e, for atoms 1 through 8: atom 1 (C): -0.04, atom 2 (C): -0.62, atom 3 (N): 0.04, atom 4 (C): -0.22, atom 5 (C): -0.20, atom 6 (O): -0.14, atom 7 (O): -0.19, atom 8 (H): 0.09

***

DFT (ωB97M-V with the def2-TZVPD basis set) results for a 10-piece molecular cluster, C4H25NO11 overall in a non-equilibrium geometry.

The geometry in XYZ format:
```
41
Properties=species:S:1:pos:R:3
N -2.2153 2.0696 -0.4511
C -2.0636 0.6143 -0.3003
C -2.0147 0.2296 -1.8007
O -1.9118 -0.9443 -2.2461
C -3.2220 -0.1248 0.5473
C -2.9646 0.1752 2.0519
O -3.5762 1.1306 2.3984
H -1.5964 2.5126 0.1922
H -3.2299 2.6356 -0.2436
H -1.0133 0.2631 0.0644
H -1.8608 1.0282 -2.4290
H -4.2897 0.2640 0.2768
H -3.1206 -1.1837 0.2225
H -2.4666 -0.4953 2.7795
O 4.3135 0.7307 -1.1217
H 4.4277 0.9205 -1.9782
H 3.9362 -0.2699 -1.0958
O -1.0888 3.3478 -3.6113
H -1.8503 2.9360 -3.1843
H -0.4925 3.6303 -2.8895
O -0.4365 2.8836 1.5841
H -0.8668 2.7626 2.4927
H 0.4693 2.5557 1.6462
O 2.9586 -1.8237 2.9439
H 3.5714 -2.3391 2.5586
H 3.4188 -1.2779 3.5633
O 0.8818 -1.0489 1.0017
H 1.4256 -0.7241 1.6678
H 1.0207 -1.9922 0.7473
O 1.5995 -1.0586 -1.5194
H 1.8493 -0.3477 -1.0017
H 0.8700 -1.3104 -1.0507
O 2.3516 1.7322 1.3153
H 2.5802 1.4479 0.4752
H 3.1442 2.0924 1.6463
O 1.5986 -3.3507 -0.1281
H 1.8518 -2.8535 -0.8840
H 1.0806 -4.1103 -0.4963
O -0.8286 -3.8545 -1.1117
H -1.3801 -3.9379 -1.7809
H -0.8603 -2.9151 -0.8511
```

Properties
E_tot: -28563.078 eV
LUMO: 0.0033 Ha
Structure (SMILES): N[C@H](C=O)CC=O.O.O.O.O.O.O.O.O.O
Max |F|: 7.64 eV/Å
ΔE to the lowest compared entry with this formula, charge and spin: 131.7 kcal per mole
E_HOMO: -9.22 eV

Results of the Löwdin charge analysis, in e, for atoms 1 through 8: atom 1 (N): -0.01, atom 2 (C): -0.32, atom 3 (C): -0.16, atom 4 (O): 0.00, atom 5 (C): -0.09, atom 6 (C): -0.26, atom 7 (O): 0.04, atom 8 (H): -0.01

***

DFT (ωB97M-V with the def2-TZVPD basis set) results for a 14-piece molecular cluster, C4H26BO21 overall in a non-equilibrium geometry.

The geometry in XYZ format:
```
52
Properties=species:S:1:pos:R:3
O 3.1833 0.1827 2.2859
C 2.1499 0.3443 1.6723
O 1.4846 -0.5429 0.9961
B 0.2721 0.1335 0.3921
O 0.3591 1.5200 0.8515
C 1.3857 1.6963 1.6223
O 1.7694 2.7267 2.1185
O -0.9607 -0.4710 0.9162
C -1.7455 -0.7950 -0.0845
O -2.8666 -1.1919 0.0278
C -0.9853 -0.4158 -1.3827
O 0.2269 -0.0155 -1.0638
O -1.4266 -0.5911 -2.4816
O 1.1758 3.1599 -2.4510
H 0.6317 3.9076 -2.7158
H 0.6314 2.6944 -1.8019
O -1.3700 3.1374 -0.8378
H -1.0265 3.6845 -0.1025
H -2.2177 2.8067 -0.5199
O -0.8003 -1.8210 -5.1059
H -0.2075 -1.0630 -5.0529
H -0.6977 -2.2629 -4.2557
O -3.6858 -1.9244 -4.1737
H -2.8105 -1.7873 -3.7924
H -3.5465 -1.8604 -5.1237
O -4.4986 0.4928 -2.0807
H -5.4088 0.2256 -1.9152
H -4.0920 -0.2811 -2.4960
O 1.6633 3.9450 4.7280
H 2.4882 3.4521 4.7714
H 1.1422 3.4705 4.0665
O 5.6139 1.4019 1.2335
H 4.7834 1.3846 1.7344
H 5.4616 0.8006 0.4995
O 3.7471 -2.5354 3.9055
H 3.6624 -2.7731 4.8364
H 3.8454 -1.5711 3.8973
O -5.7666 -1.7211 0.6853
H -4.8588 -1.6084 0.3640
H -5.6930 -1.6304 1.6395
O 1.8020 -3.5376 2.1841
H 2.2063 -3.1710 1.3827
H 2.3315 -3.1422 2.9051
O 3.3476 -2.8194 -0.1450
H 3.7160 -1.9403 0.0075
H 2.8023 -2.7218 -0.9349
O -0.2526 4.6174 1.3245
H -0.1603 5.5545 1.5270
H 0.6338 4.3291 1.0545
O -2.4486 -3.9614 -1.3386
H -2.4022 -3.0411 -1.6283
H -2.5881 -4.4704 -2.1447
```

Properties
E_tot: -48253.483 eV
LUMO: 0.0815 Ha
Max |F|: 1.22 eV/Å
ΔE to the lowest compared entry with this formula, charge and spin: 13.5 kcal per mole
Net charge: -1
E_HOMO: -7.65 eV

Results of the Löwdin charge analysis, in e, for atoms 1 through 8: atom 1 (O): 0.11, atom 2 (C): -0.37, atom 3 (O): 0.24, atom 4 (B): -0.84, atom 5 (O): 0.25, atom 6 (C): -0.36, atom 7 (O): 0.12, atom 8 (O): 0.26

***

DFT (ωB97M-V with the def2-TZVPD basis set) results for C4H26BO21 as an isolated structure in a non-equilibrium geometry.

The geometry in XYZ format:
```
52
Properties=species:S:1:pos:R:3
O -2.8689 1.1345 -1.2630
C -1.7609 0.6235 -1.4130
O -1.5399 -0.4945 -1.9720
B -0.2729 -0.9355 -1.3280
O 0.2031 0.2195 -0.5670
C -0.6169 1.1015 -0.7010
O -0.3179 2.2715 -0.4600
O 0.7511 -1.5095 -2.1940
C 1.2011 -2.5445 -1.6610
O 2.1641 -3.1855 -2.1460
C 0.3851 -2.9435 -0.5920
O -0.5019 -2.0695 -0.3890
O 0.4801 -4.0135 0.0710
O -2.1559 2.8075 1.9730
H -2.0809 1.9755 1.5440
H -3.0939 2.9035 1.9630
O 0.3711 2.6945 -3.0640
H 0.5691 2.7305 -2.1530
H 1.1941 2.9275 -3.5020
O 4.8771 -2.7255 -1.5630
H 3.9191 -2.9895 -1.7590
H 5.2261 -2.2625 -2.3800
O 2.5171 2.0745 0.1600
H 3.1551 2.4675 -0.4450
H 1.8911 2.7915 0.1970
O -0.1729 -1.9675 2.8020
H -0.8799 -2.0015 2.1660
H 0.3771 -1.2995 2.4710
O -1.9179 0.1885 1.5000
H -2.8329 0.1095 1.4430
H -1.5679 0.2635 2.3840
O -2.3879 -3.2425 1.2870
H -2.9499 -2.4815 1.1830
H -1.6429 -3.1185 0.7380
O 0.3201 -5.4395 2.4260
H 0.4301 -5.1325 1.5040
H -0.5609 -5.1445 2.7200
O 1.2491 0.3055 2.0210
H 1.0561 0.4875 1.1130
H 0.8221 1.0675 2.3850
O 1.0831 4.9855 -1.2500
H 1.9321 5.3055 -1.3560
H 1.0421 4.7585 -0.3060
O -1.8309 4.6695 -0.3080
H -1.3719 3.9325 0.1050
H -1.6319 4.4785 -1.2170
O -4.1569 3.2465 -0.2470
H -3.3969 3.8295 -0.3060
H -3.7569 2.5185 -0.7670
O 3.2381 -4.7165 0.5440
H 3.3911 -3.7685 0.5840
H 2.4221 -4.8825 0.0260
```

Properties
E_tot: -48251.009 eV
LUMO: 0.0565 Ha
Max |F|: 8.54 eV/Å
ΔE to the lowest compared entry with this formula, charge and spin: 70.5 kcal per mole
Net charge: -1
E_HOMO: -7.73 eV

Results of the Löwdin charge analysis, in e, for atoms 1 through 8: atom 1 (O): 0.14, atom 2 (C): -0.40, atom 3 (O): 0.33, atom 4 (B): -0.77, atom 5 (O): 0.29, atom 6 (C): -0.50, atom 7 (O): 0.09, atom 8 (O): 0.33

***

DFT (ωB97M-V with the def2-TZVPD basis set) results for a 10-piece molecular cluster, C4H27NO10S overall in a non-equilibrium geometry.

The geometry in XYZ format:
```
43
Properties=species:S:1:pos:R:3
O -1.8661 1.8898 0.0089
C -0.7813 1.9696 0.5928
N -0.7090 1.3400 1.8051
C 0.5980 1.3056 2.4296
C 1.1537 -0.0908 2.7130
C 0.4436 -0.7479 3.8697
S -0.9583 -1.9323 3.4827
H 0.2059 2.4071 0.1911
H -1.5502 0.9508 2.1933
H 1.3330 1.9632 2.0031
H 0.4673 1.7523 3.4945
H 0.8456 -0.7242 1.8177
H 2.2126 0.0682 2.6023
H 1.1543 -1.4704 4.2751
H 0.1264 -0.0787 4.7121
H -1.8711 -1.0656 2.9443
O -4.8353 2.2777 0.6909
H -4.7537 2.2091 1.6578
H -3.9369 2.3880 0.3904
O 3.7196 -2.8969 -2.2051
H 2.8396 -2.6588 -1.9122
H 3.7451 -2.6313 -3.1462
O -0.3361 -3.4604 0.6739
H 0.1291 -3.5525 1.5004
H -0.0641 -4.2729 0.2564
O 2.3368 1.7626 -1.5219
H 2.4787 0.9915 -2.1140
H 3.1873 1.6652 -1.0725
O 2.4116 -0.5157 -3.0764
H 1.4489 -0.2918 -3.2107
H 2.2178 -1.3361 -2.5947
O -1.3625 2.7409 -3.0054
H -0.4370 2.9029 -2.8292
H -1.8740 2.3397 -2.2698
O 1.2512 -1.7989 -1.0552
H 0.7309 -0.9592 -1.1207
H 0.7770 -2.3861 -0.4666
O -0.2596 -0.4489 -2.6108
H -0.5020 -0.3054 -3.5283
H -1.0979 -0.2022 -2.1459
O -2.6231 0.0843 -1.5357
H -3.3798 0.1765 -2.1170
H -2.6157 0.6421 -0.7668
```

Properties
E_tot: -37385.964 eV
LUMO: 0.0031 Ha
Structure (SMILES): O=CNCCCS.O.O.O.O.O.O.O.O.O
Max |F|: 4.22 eV/Å
ΔE to the lowest compared entry with this formula, charge and spin: 14.5 kcal per mole
E_HOMO: -10.00 eV

Results of the Löwdin charge analysis, in e, for atoms 1 through 8: atom 1 (O): -0.06, atom 2 (C): -0.24, atom 3 (N): 0.06, atom 4 (C): -0.22, atom 5 (C): -0.25, atom 6 (C): -0.52, atom 7 (S): 0.72, atom 8 (H): 0.17

***

DFT (ωB97M-V with the def2-TZVPD basis set) results for a 11-piece molecular cluster, C4H27NO12S overall in a non-equilibrium geometry.

The geometry in XYZ format:
```
45
Properties=species:S:1:pos:R:3
C -0.3724 2.6275 0.0494
N -0.2293 1.1677 0.0286
C -0.0628 0.6465 -1.3408
C -0.3831 -0.8278 -1.3616
S -2.1807 -1.1759 -1.1334
C 1.4187 0.9423 -1.7427
O 2.3256 0.1051 -1.3556
O 1.6330 1.9538 -2.4096
H -0.3490 2.9841 1.0896
H 0.4605 3.0369 -0.5166
H -1.3183 2.9634 -0.3896
H -1.0572 0.7165 0.4176
H -0.6831 1.2008 -2.0666
H 0.1587 -1.3504 -0.5693
H -0.1019 -1.2699 -2.3284
H 2.2557 -1.5648 -1.3240
H 1.4323 -2.7556 -1.7822
O 2.1710 -2.5504 -1.2070
H -3.4732 1.0277 0.0836
H -3.5343 1.3080 1.6106
O -4.0968 1.2417 0.8037
H -4.4916 -0.3975 1.0972
H -4.0016 -1.7343 0.6205
O -4.5946 -1.3693 1.2927
H -1.4690 -2.3424 0.7513
H -0.2155 -2.7039 1.5348
O -1.2052 -2.7859 1.5832
H 3.9531 0.4860 -1.2291
H 4.8641 0.9567 -0.1233
O 4.9022 0.8287 -1.0789
H 2.3191 0.0216 0.4340
H 1.2473 0.5043 1.3311
O 2.0989 0.0243 1.3914
H 3.6662 3.0302 -2.5304
H 4.8775 2.3559 -1.9349
O 4.6160 3.1852 -2.3909
H -2.5866 0.3266 3.1416
H -1.5749 1.3623 2.6230
O -2.4647 1.3086 2.9933
H -3.4643 -1.3975 2.6281
H -2.0470 -1.8615 2.7529
O -2.7180 -1.3448 3.2762
H 1.7140 -1.6561 1.5847
H 1.7684 -2.7388 0.4801
O 1.4666 -2.5960 1.4117
```

Properties
E_tot: -41487.003 eV
LUMO: 0.1926 Ha
Max |F|: 1.31 eV/Å
ΔE to the lowest compared entry with this formula, charge and spin: 0.0 kcal per mole
Net charge: -2
E_HOMO: -1.86 eV

Results of the Löwdin charge analysis, in e, for atoms 1 through 8: atom 1 (C): -0.11, atom 2 (N): -0.10, atom 3 (C): -0.36, atom 4 (C): -0.63, atom 5 (S): 0.37, atom 6 (C): -0.57, atom 7 (O): -0.13, atom 8 (O): 0.02